{"formula": "C4H8N2O2", "method": "ωB97M-V/def2-TZVPD", "multiplicity": 1, "homo_energy_ev": -9.0, "total_charge": 0, "energy_ha": -417.02186, "relative_energy_ev": 6.3699, "symbols": ["C", "C", "C", "C", "H", "H", "H", "H", "H", "H", "H", "H", "N", "N", "O", "O"], "positions_angstrom": [[1.03, -0.34, 1.97], [0.04, -0.82, -0.29], [0.10, -1.74, -1.23], [-0.07, 1.30, -1.51], [0.34, 0.39, 2.94], [1.46, -1.36, 2.58], [1.76, 0.33, 1.31], [0.92, -2.62, -1.35], [-0.38, -1.27, -2.23], [-2.23, 0.51, 0.00], [-1.49, 2.00, 0.47], [0.58, 0.71, -2.26], [-0.42, 0.52, -0.38], [-1.42, 1.05, 0.45], [0.19, -1.12, 1.07], [-0.41, 2.46, -1.57]]}



{"formula": "C43H59FN4OPRbS2Si4", "method": "ωB97M-V/def2-TZVPD", "multiplicity": 1, "homo_energy_ev": -1.8, "total_charge": -2, "energy_ha": -4388.18356, "relative_energy_ev": 0.6059, "symbols": ["Rb", "N", "P", "C", "C", "C", "C", "C", "C", "C", "C", "C", "C", "C", "C", "C", "C", "C", "C", "C", "N", "H", "H", "H", "H", "H", "H", "H", "H", "H", "H", "H", "H", "H", "H", "H", "C", "Si", "C", "C", "N", "C", "C", "C", "C", "C", "C", "F", "H", "H", "H", "H", "H", "H", "H", "H", "H", "H", "H", "H", "H", "S", "C", "N", "C", "C", "C", "C", "C", "C", "S", "H", "H", "H", "H", "C", "O", "Si", "C", "C", "C", "Si", "C", "C", "C", "Si", "C", "C", "C", "H", "H", "H", "H", "H", "H", "H", "H", "H", "H", "H", "H", "H", "H", "H", "H", "H", "H", "H", "H", "H", "H", "H", "H", "H", "H", "H"], "positions_angstrom": [[1.01, -0.09, 0.24], [-0.40, 2.07, 3.84], [-0.63, 0.42, 3.45], [-0.58, -0.25, 5.17], [0.63, -0.76, 5.61], [0.77, -1.22, 6.92], [-0.31, -1.19, 7.78], [-1.53, -0.69, 7.35], [-1.66, -0.22, 6.05], [-2.42, 0.34, 3.10], [-3.18, 1.46, 2.79], [-4.51, 1.32, 2.40], [-5.08, 0.06, 2.31], [-4.32, -1.06, 2.61], [-3.00, -0.92, 2.99], [0.57, 2.88, 3.23], [0.88, 4.13, 3.77], [1.81, 4.91, 3.11], [2.42, 4.44, 1.96], [2.05, 3.18, 1.51], [1.14, 2.42, 2.13], [-0.75, 2.42, 4.71], [1.48, -0.81, 4.93], [1.73, -1.62, 7.25], [-0.20, -1.55, 8.80], [-2.38, -0.66, 8.02], [-2.62, 0.15, 5.71], [-2.73, 2.45, 2.83], [-5.09, 2.20, 2.14], [-6.11, -0.05, 1.99], [-4.75, -2.05, 2.51], [-2.40, -1.81, 3.19], [0.39, 4.48, 4.67], [2.07, 5.89, 3.51], [3.16, 5.00, 1.42], [2.51, 2.77, 0.61], [0.21, -3.27, 3.21], [-0.21, -4.12, 1.58], [-0.08, -5.97, 1.96], [-2.06, -3.82, 1.30], [0.75, -3.46, 0.38], [1.36, -3.98, -0.70], [1.41, -5.34, -1.10], [2.07, -5.77, -2.24], [2.74, -4.88, -3.08], [2.72, -3.53, -2.73], [2.06, -3.14, -1.60], [2.07, -1.80, -1.30], [-0.49, -3.52, 4.02], [0.19, -2.18, 3.07], [1.22, -3.53, 3.53], [-0.68, -6.20, 2.85], [0.95, -6.27, 2.16], [-0.47, -6.58, 1.14], [-2.65, -4.03, 2.20], [-2.43, -4.47, 0.50], [-2.25, -2.79, 0.98], [0.91, -6.08, -0.48], [2.06, -6.83, -2.48], [3.24, -5.22, -3.97], [3.21, -2.77, -3.34], [4.63, 0.97, 1.40], [4.88, 1.95, 0.04], [4.01, 2.29, -0.89], [4.56, 3.13, -1.84], [3.88, 3.65, -2.94], [4.53, 4.49, -3.82], [5.87, 4.84, -3.62], [6.57, 4.33, -2.53], [5.91, 3.48, -1.65], [6.48, 2.69, -0.21], [2.84, 3.37, -3.10], [4.00, 4.88, -4.68], [6.37, 5.50, -4.32], [7.61, 4.59, -2.37], [-1.40, 3.21, 0.17], [-1.11, 2.03, -0.53], [-1.30, 1.92, -2.22], [-0.07, 3.20, -2.88], [-3.00, 2.69, -2.53], [-1.07, 0.25, -2.74], [-0.09, -0.07, -4.22], [-0.03, -1.89, -4.72], [1.73, 0.46, -4.14], [-0.78, 0.76, -5.79], [-2.34, -0.91, -2.21], [-1.79, -2.69, -1.92], [-3.80, -1.05, -3.43], [-3.15, -0.41, -0.57], [-2.48, 3.43, 0.17], [-0.88, 4.08, -0.25], [-1.08, 3.11, 1.21], [-0.47, 4.22, -2.78], [0.17, 3.05, -3.93], [0.86, 3.15, -2.31], [-3.06, 3.73, -2.20], [-3.81, 2.13, -2.03], [-3.20, 2.66, -3.60], [0.45, -2.51, -3.97], [0.55, -1.98, -5.65], [-1.03, -2.30, -4.91], [2.11, 0.44, -3.12], [1.88, 1.47, -4.53], [2.35, -0.21, -4.74], [-1.78, 0.37, -6.00], [-0.14, 0.57, -6.67], [-0.87, 1.85, -5.67], [-1.40, -3.17, -2.82], [-2.66, -3.27, -1.57], [-1.02, -2.75, -1.15], [-3.45, -1.38, -4.41], [-4.28, -0.07, -3.56], [-4.57, -1.76, -3.08], [-2.40, -0.23, 0.21], [-3.80, -1.23, -0.22], [-3.76, 0.50, -0.64]]}



no.,frontier orbital gap (eV),F_max (eV/A)
1,9.786,6.89
2,5.181,0.59